Record 1
Entry from the OMol25 dataset: 5 unconnected molecules or ions with the total composition C19H39ClN4O13P (ωB97M-V with the def2-TZVPD basis set).

Atoms and positions in Å:
C 6.28 -2.87 1.12
P 4.54 -3.10 0.53
O 4.51 -2.41 -0.99
N 3.45 -2.06 1.50
C 2.16 -2.04 1.17
N 1.63 -2.79 0.14
C 0.28 -2.39 0.23
N 0.09 -1.49 1.19
N 1.26 -1.28 1.79
Cl 1.53 -0.22 3.08
H 6.32 -2.78 2.22
H 6.76 -1.96 0.69
H 6.84 -3.73 0.74
H 5.24 -1.77 -1.08
H 3.73 -1.49 2.29
H -0.43 -2.81 -0.47
H -0.79 -1.04 1.42
C 1.75 6.88 1.43
C 2.95 6.46 2.25
O 2.89 5.06 2.59
C 3.20 4.22 1.62
O 3.52 4.50 0.50
O 3.06 2.97 2.09
C 3.26 1.96 1.11
H 0.83 6.62 1.94
H 1.77 7.95 1.25
H 1.74 6.37 0.46
H 2.95 7.01 3.20
H 3.89 6.69 1.74
H 4.21 2.07 0.61
H 2.44 1.97 0.38
H 3.25 1.00 1.62
C 4.61 9.43 9.27
C 3.53 8.97 8.31
O 4.08 8.62 7.03
C 4.71 7.45 6.97
O 4.85 6.67 7.87
O 5.19 7.30 5.73
C 5.98 6.13 5.55
H 5.19 10.25 8.84
H 4.17 9.77 10.21
H 5.32 8.63 9.49
H 2.83 9.78 8.14
H 2.97 8.13 8.72
H 5.45 5.24 5.87
H 6.92 6.23 6.10
H 6.21 6.04 4.49
C -4.11 -4.00 -5.77
C -3.17 -5.15 -5.47
O -1.80 -4.78 -5.65
C -1.27 -4.03 -4.69
O -1.83 -3.65 -3.69
O -0.01 -3.74 -5.03
C 0.63 -2.85 -4.12
H -3.92 -3.60 -6.77
H -5.15 -4.32 -5.72
H -3.97 -3.18 -5.07
H -3.36 -5.97 -6.17
H -3.33 -5.54 -4.47
H 0.58 -3.21 -3.09
H 0.18 -1.86 -4.19
H 1.68 -2.78 -4.40
C -9.06 -8.63 -5.64
C -8.23 -7.85 -4.64
O -8.10 -6.47 -5.03
C -9.18 -5.71 -4.84
O -10.22 -6.06 -4.36
O -8.90 -4.48 -5.29
C -10.02 -3.58 -5.24
H -8.64 -8.53 -6.64
H -9.08 -9.69 -5.37
H -10.09 -8.27 -5.68
H -7.22 -8.26 -4.60
H -8.65 -7.91 -3.64
H -10.44 -3.54 -4.24
H -10.77 -3.89 -5.96
H -9.65 -2.59 -5.50

The HOMO-LUMO gap comes out at 8.05 eV. For the largest force on an atom, the calculation gives 4.385 eV Å⁻¹. The net charge is +1. The HOMO energy is -12.041 eV. The electronic energy is -2745.81824 Eh.

***

Record 2
Entry from the OMol25 dataset: 3 unconnected molecules or ions with the total composition C19H39F2N4O2Si (ωB97M-V with the def2-TZVPD basis set).

Atoms and positions in Å:
C 4.60 -0.29 1.27
Si 3.97 0.90 -0.09
C 5.13 2.43 -0.29
C 4.06 -0.01 -1.80
C 2.21 1.62 0.27
N 1.74 2.49 1.22
N 0.41 2.69 0.99
C 0.09 1.97 -0.07
N -1.16 1.82 -0.77
C -1.58 0.41 -0.87
O -2.23 -0.10 -0.04
F -1.09 -0.26 -1.99
C -1.05 2.32 -2.15
O -0.12 2.94 -2.55
F -2.09 2.12 -3.03
N 1.21 1.22 -0.59
H 5.63 -0.66 1.01
H 3.88 -1.16 1.37
H 4.63 0.30 2.25
H 5.67 2.69 0.66
H 5.82 2.25 -1.15
H 4.46 3.29 -0.60
H 4.76 -0.88 -1.75
H 3.06 -0.36 -2.17
H 4.48 0.71 -2.56
H 2.32 2.91 1.94
H 1.22 0.58 -1.38
C 4.92 -4.40 -1.40
C 3.66 -3.96 -0.65
C 2.66 -5.10 -0.44
C 2.09 -5.70 -1.73
C 1.38 -4.71 -2.66
C 0.16 -4.06 -2.03
H 4.68 -4.74 -2.41
H 5.61 -3.56 -1.49
H 5.42 -5.20 -0.87
H 3.19 -3.12 -1.18
H 3.96 -3.58 0.33
H 1.84 -4.73 0.18
H 3.14 -5.89 0.13
H 1.38 -6.49 -1.45
H 2.89 -6.20 -2.29
H 1.07 -5.25 -3.56
H 2.08 -3.94 -2.99
H -0.57 -4.81 -1.72
H -0.33 -3.39 -2.75
H 0.42 -3.46 -1.15
C -3.32 1.87 2.12
C -4.66 1.88 1.39
C -5.16 3.28 1.05
C -5.43 4.19 2.25
C -6.44 3.65 3.26
C -7.84 3.45 2.67
H -3.39 2.38 3.09
H -3.00 0.85 2.31
H -2.55 2.37 1.53
H -5.40 1.34 1.99
H -4.55 1.31 0.46
H -6.06 3.20 0.45
H -4.42 3.78 0.41
H -5.79 5.16 1.88
H -4.49 4.40 2.77
H -6.52 4.35 4.09
H -6.09 2.70 3.69
H -8.23 4.39 2.28
H -8.52 3.10 3.44
H -7.83 2.71 1.87

The calculation puts the energy above the lowest of the compared OMol25 structures with the same formula, charge and spin at 29.0 kcal per mole. The HOMO-LUMO gap comes out at 8.47 eV. For the largest force on an atom, the calculation gives 5.316 eV Å⁻¹. The net charge is +1. The HOMO energy is -12.673 eV. The electronic energy is -1605.83378 Eh.

***

| no. | E_LUMO (eV) |
| --- | --- |
| 1 | -4.0 |
| 2 | -4.2 |